{"formula": "C2H5N", "method": "the ωB97M-V functional and the def2-TZVPD basis", "smiles": "[H]/N=C/C", "homo_lumo_gap_ev": 11.0, "total_energy_ev": -3644.1345, "elements": ["N", "H", "H", "C", "H", "C", "H", "H"], "coordinates": [[1.443182, 0.257283, 0.010549], [-0.583432, 1.427103, 0.086520], [0.259008, -1.484915, 0.123223], [-0.897720, 0.269274, 0.030120], [2.330617, -0.182112, -0.106251], [0.404606, -0.429870, 0.005051], [-1.371577, 0.080011, -0.976768], [-1.584685, 0.063227, 0.827554]], "forces_ev_per_angstrom": [[0.5, 1.2, -0.7], [-1.1, -2.5, -0.2], [0.8, -1.1, -0.4], [0.5, 3.5, -1.7], [0.5, -1.0, 0.3], [-1.2, 0.0, 1.3], [0.1, 0.3, 1.1], [-0.2, -0.5, 0.4]], "lowdin_charge": [0.09, 0.12, 0.10, -0.12, 0.04, -0.35, 0.09, 0.05]}


{"formula": "C19H14N2O7", "method": "the ωB97M-V functional and the def2-TZVPD basis", "smiles": "C=Cc1cc(O)c2c(c1N)C(=O)C=C(CON=O)C2=O.O=C1C=CC(=O)C=C1", "homo_lumo_gap_ev": 7.0, "total_energy_ev": -37230.2806, "elements": ["O", "O", "H", "N", "C", "C", "C", "N", "C", "C", "H", "H", "O", "C", "C", "C", "C", "C", "H", "H", "H", "H", "O", "C", "C", "O", "C", "H", "H", "C", "C", "H", "C", "C", "H", "C", "O", "O", "C", "H", "H", "H"], "coordinates": [[-4.525504, -0.485665, -0.348880], [-0.128525, 3.720838, 0.238437], [-3.695987, -0.584889, 2.362845], [-3.899830, 0.163379, -1.132733], [-2.503527, 1.591525, -0.017311], [5.595059, 0.259986, -2.180342], [-3.482676, -4.006737, 4.297986], [3.146491, 0.200423, -4.039152], [-4.669150, -2.433765, 2.715305], [1.463897, 2.088159, -0.835286], [-1.889915, 0.487202, -2.684415], [-5.522828, -2.249510, 2.074819], [-5.530443, -4.549882, 3.275768], [2.654777, 2.184567, 0.145787], [-1.079420, 1.157297, -2.244018], [-2.534306, -1.813802, 3.749958], [5.834105, -1.153470, -2.099847], [1.620657, 1.400895, -2.247321], [6.452912, 0.881491, -2.628000], [2.821442, 3.680879, 1.452003], [2.507095, 0.623799, -4.728381], [4.097690, 0.468645, -4.370458], [-1.642457, -0.997759, 3.891337], [0.266539, 1.352187, -3.121187], [-1.226809, 1.768650, -0.956054], [2.418415, 2.782089, 1.421647], [4.191944, 0.904261, -1.726176], [-2.361929, 0.625718, 0.607490], [-1.649792, -3.298098, 5.092387], [-2.503713, -3.114296, 4.452158], [-3.690123, -1.541720, 2.869835], [-3.476946, -4.963576, 4.804895], [0.011300, 2.658837, -0.415368], [2.970370, 0.817344, -2.723946], [6.455031, -1.666634, -2.906409], [4.016162, 1.582135, -0.318249], [0.231418, 1.469881, -4.370185], [-3.770896, 1.459926, -0.726023], [-4.638875, -3.734465, 3.417442], [-2.629782, 2.431298, 0.762961], [5.422507, -1.806852, -1.261590], [4.875621, 1.639708, 0.448273]], "forces_ev_per_angstrom": [[0.9, 1.1, -1.3], [0.2, -3.9, -2.2], [0.0, 0.0, 0.0], [-1.3, -2.6, 0.6], [1.1, -0.2, 1.0], [-0.4, -2.7, 0.4], [0.3, 0.1, 0.2], [0.5, 2.1, 1.3], [0.1, 0.3, -0.1], [2.1, -1.2, -0.5], [1.2, 1.3, 0.5], [0.0, 0.0, 0.0], [0.2, 0.2, 0.0], [-0.4, -1.0, -3.5], [0.5, 1.2, 2.3], [0.3, 0.3, 0.1], [-0.5, 2.7, -0.1], [1.3, 0.2, 1.7], [-2.0, -0.8, 0.0], [-0.4, -0.9, -0.2], [0.0, -0.3, 0.7], [-0.8, -0.7, 0.5], [-0.2, -0.2, -0.1], [0.3, 0.3, -0.8], [0.8, -0.8, -2.3], [1.1, -0.5, -2.0], [-1.6, 1.1, 1.9], [-0.1, 1.5, -1.0], [0.0, 0.0, 0.0], [-0.1, -0.3, 0.1], [-0.3, -0.1, -0.1], [0.0, 0.0, 0.0], [0.3, 1.3, 0.5], [-0.3, 1.6, 2.5], [-0.1, 0.9, 1.7], [-2.5, -0.2, -1.8], [0.2, -0.7, 4.1], [1.0, 1.5, 0.9], [-0.4, -0.3, -0.1], [0.3, -1.1, -1.7], [-0.2, 0.9, -1.7], [-1.4, -0.2, -1.6]], "lowdin_charge": [0.07, 0.06, 0.10, -0.05, -0.12, -0.15, 0.02, 0.07, 0.03, 0.03, 0.12, 0.12, 0.11, -0.19, 0.08, -0.39, 0.00, 0.01, 0.10, 0.12, 0.08, 0.09, 0.10, -0.26, -0.06, -0.03, -0.10, 0.13, 0.12, 0.02, 0.02, 0.12, -0.22, -0.14, 0.06, 0.06, 0.04, -0.13, -0.39, 0.15, 0.07, 0.12]}


{"formula": "C5H9N2O", "method": "the ωB97M-V functional and the def2-TZVPD basis", "homo_lumo_gap_ev": 10.2, "charge": 1, "total_energy_ev": -10346.2009, "elements": ["H", "H", "H", "H", "C", "C", "C", "H", "O", "H", "N", "H", "C", "N", "C", "H", "H"], "coordinates": [[-0.102068, 1.109370, -2.087432], [1.358841, -0.834883, 1.737706], [-0.025428, -1.721255, -0.801388], [1.591615, 1.133745, -1.439797], [1.634390, -0.287309, 0.749167], [0.017876, 1.278987, 0.753544], [-0.445145, -1.075622, -0.128227], [-0.228288, -1.646149, 0.767160], [0.212322, 2.100196, -0.298119], [-2.650697, -1.395566, -0.034008], [0.499423, 0.093757, -0.072279], [-3.100478, 0.818883, 0.615553], [0.602741, 1.064256, -1.156706], [-2.193949, 0.527913, 0.272672], [-1.877647, -0.636908, -0.013626], [2.305724, 0.505900, 0.939202], [2.400774, -1.035323, 0.196579]], "forces_ev_per_angstrom": [[1.1, -1.1, 1.8], [0.0, 1.4, -1.9], [0.0, -1.6, -2.8], [2.2, 0.4, -0.9], [3.7, -4.1, -0.1], [-1.1, 1.9, -0.2], [-0.1, 1.9, 1.9], [-0.3, 0.1, 0.6], [0.1, -0.2, 1.6], [0.2, -0.7, -0.2], [-2.3, -1.5, 1.4], [-0.3, -0.5, -0.5], [-1.9, 0.8, -2.4], [2.0, 1.5, 0.4], [-1.3, -1.1, -0.3], [0.2, 1.3, 0.4], [-2.2, 1.3, 0.8]], "lowdin_charge": [0.21, 0.16, 0.12, 0.12, -0.04, 0.13, -0.05, 0.13, 0.02, 0.13, -0.26, 0.11, -0.08, 0.16, -0.15, 0.09, 0.17]}


{"formula": "C4H8O2", "method": "the ωB97M-V functional and the def2-TZVPD basis", "homo_lumo_gap_ev": 8.7, "total_energy_ev": -8367.8224, "elements": ["H", "H", "O", "C", "H", "C", "H", "H", "H", "O", "C", "C", "H", "H"], "coordinates": [[0.857708, 1.773235, -0.208631], [1.839506, -1.084111, -1.489538], [-0.510765, 0.575101, 0.752259], [1.309387, -0.816320, -0.566432], [1.722491, 0.074279, 1.084929], [0.116246, -0.124717, -1.084102], [-0.808747, 1.881716, -0.884177], [-1.462303, -1.277606, 0.445024], [-2.387741, 0.140470, -0.087046], [2.225283, -0.164883, 0.293791], [-1.696378, -0.231286, 0.676127], [-0.050041, 1.211493, -0.461866], [0.988422, -1.784401, -0.140241], [-2.143069, -0.172966, 1.669900]], "forces_ev_per_angstrom": [[-0.2, -0.1, 0.0], [0.1, 0.0, 0.0], [0.0, 0.1, 0.2], [-0.2, -0.1, -0.3], [0.2, 0.0, -0.1], [0.4, 0.0, -0.1], [0.0, -0.3, 0.0], [-0.1, 0.3, 0.1], [0.1, 0.0, 0.2], [-0.1, 0.1, 0.2], [-0.3, 0.0, 0.1], [0.0, 0.0, -0.1], [0.0, 0.1, -0.2], [-0.1, 0.0, -0.1]], "lowdin_charge": [0.12, 0.13, -0.20, -0.32, 0.08, 0.07, 0.11, 0.08, 0.10, -0.07, -0.10, -0.23, 0.13, 0.09]}


{"formula": "C25H25Br2N3O2OsS", "method": "the ωB97M-V functional and the def2-TZVPD basis", "homo_lumo_gap_ev": [8.0, 5.9], "charge": 2, "total_energy_ev": -188266.7143, "spin_multiplicity": 5, "elements": ["C", "C", "C", "C", "H", "Br", "H", "C", "H", "C", "C", "H", "C", "H", "C", "Os", "H", "H", "C", "C", "H", "Br", "H", "C", "C", "O", "C", "C", "C", "C", "H", "C", "H", "H", "N", "H", "H", "C", "H", "C", "H", "S", "C", "H", "C", "N", "C", "H", "C", "H", "O", "H", "H", "C", "N", "H", "H", "H", "H"], "coordinates": [[0.704642, -2.034475, -2.068356], [1.588252, -0.055039, 2.180236], [2.097909, 0.151988, 3.468606], [-3.725963, 5.859498, 0.002199], [2.196089, -0.532771, 1.419885], [1.218743, 3.616981, 1.184926], [0.738232, -2.686722, -2.942659], [-2.516062, 5.276030, -0.371680], [-0.175568, 0.020672, -3.435062], [-3.455850, 3.139821, 0.104068], [-1.213537, -2.024480, 0.615563], [-1.849784, -5.691090, 1.662791], [-4.671539, 3.703766, 0.483189], [-1.693851, 5.899873, -0.696268], [-1.722692, 1.322885, 2.324588], [-0.882830, -0.221343, -0.214289], [-2.822827, 2.680890, 5.231221], [2.706545, 3.356133, -0.780864], [1.634889, 3.302678, -0.646802], [-1.357567, -3.712373, 2.327092], [-0.574490, 2.004348, 5.964623], [1.139058, 1.526816, -1.308797], [3.103734, -0.168217, 3.703773], [-1.676650, -2.517311, -1.760568], [0.004447, 1.165766, 4.052903], [-2.811629, 0.912538, -1.139520], [-4.796361, 5.082636, 0.422056], [-1.676330, -4.664530, 1.368012], [-2.154629, 2.195745, 4.533589], [-2.583337, 1.962242, 3.230560], [-1.446680, 3.425830, -0.632573], [-2.372837, 3.903238, -0.333989], [-3.833678, 6.935766, -0.040563], [-0.894069, -1.672770, 2.729266], [-1.962527, 1.042503, 1.034773], [-3.578274, 2.255137, 2.919975], [-1.539101, -3.303911, -2.504755], [-1.773875, -4.306696, 0.027731], [1.442591, -1.244405, -2.190508], [-1.125433, -2.395018, 1.960304], [-1.288943, -3.996940, 3.369531], [-3.331417, 1.414855, 0.142578], [1.305486, 0.760628, 4.408524], [-2.033961, -5.050495, -0.716299], [-1.552759, -2.996435, -0.348548], [0.369001, 0.312894, 1.820778], [-0.955750, -0.711404, -3.238550], [-0.978486, -1.432592, -4.056881], [-0.893718, 1.812769, 4.947211], [-5.491326, 3.077235, 0.809413], [-4.501021, 0.836600, 0.706881], [-2.651406, -2.056152, -1.930061], [-5.731163, 5.548720, 0.702748], [-0.411967, 0.915491, 2.743358], [-0.658451, -1.432054, -1.965018], [-1.918733, -0.214067, -3.164661], [0.924796, -2.612966, -1.176061], [1.669392, 0.934229, 5.414752], [1.104585, 4.011856, -1.266225]], "forces_ev_per_angstrom": [[-0.2, 0.1, 0.0], [0.0, 0.0, -0.1], [0.0, 0.0, -0.1], [0.0, 0.0, 0.0], [0.0, 0.0, 0.0], [-0.1, 0.0, 0.0], [0.0, 0.0, 0.0], [0.0, 0.0, 0.0], [0.0, 0.0, 0.0], [-0.1, 0.1, 0.0], [-0.1, 0.2, -0.2], [0.0, 0.0, 0.0], [0.2, 0.0, 0.0], [0.0, 0.0, 0.0], [0.0, 0.1, -0.1], [0.6, -0.1, 0.2], [0.0, 0.0, 0.0], [0.0, 0.0, 0.0], [0.0, 0.1, 0.1], [0.0, 0.1, 0.1], [0.0, 0.0, 0.0], [-0.1, -0.1, -0.1], [0.0, 0.0, 0.0], [0.1, 0.1, 0.0], [0.0, 0.1, 0.2], [-0.1, 0.0, 0.1], [0.0, 0.0, 0.0], [0.0, 0.0, -0.1], [0.1, 0.0, 0.0], [0.0, 0.0, -0.1], [-0.1, 0.0, 0.0], [-0.1, 0.0, 0.1], [0.0, 0.0, 0.0], [0.0, 0.0, 0.0], [-0.2, -0.1, 0.2], [0.0, 0.0, 0.0], [0.1, 0.0, 0.0], [-0.1, -0.1, 0.0], [0.0, 0.0, 0.0], [-0.1, -0.1, 0.0], [0.0, 0.0, 0.0], [0.0, -0.1, -0.1], [0.0, 0.0, 0.1], [0.0, 0.0, 0.0], [0.0, 0.0, 0.0], [-0.1, -0.1, 0.0], [0.0, -0.1, 0.1], [0.0, 0.0, 0.0], [0.0, 0.0, 0.0], [0.0, 0.0, 0.0], [0.1, -0.1, 0.0], [-0.1, 0.0, 0.0], [0.0, 0.0, 0.0], [0.0, 0.0, 0.0], [0.0, 0.0, -0.1], [0.0, 0.0, 0.0], [0.0, 0.0, 0.0], [0.0, 0.0, 0.0], [0.0, 0.0, -0.1]], "lowdin_charge": [-0.05, -0.10, 0.00, -0.03, 0.13, 0.71, 0.11, -0.04, 0.06, -0.31, -0.25, 0.12, -0.03, 0.12, -0.24, 1.44, 0.13, 0.01, -0.96, -0.05, 0.14, 0.70, 0.13, -0.13, -0.14, -0.38, -0.03, -0.03, -0.01, 0.06, 0.08, -0.06, 0.12, 0.09, -0.20, 0.12, 0.15, -0.01, 0.06, -0.08, 0.12, 0.68, 0.05, 0.13, -0.25, -0.02, -0.06, 0.11, 0.05, 0.13, -0.22, 0.14, 0.13, -0.24, -0.42, 0.08, 0.10, 0.14, 0.01]}


{"formula": "C4H11NS", "method": "the ωB97M-V functional and the def2-TZVPD basis", "homo_lumo_gap_ev": [8.7, 3.7], "charge": 1, "total_energy_ev": -16641.7950, "spin_multiplicity": 2, "elements": ["N", "H", "H", "H", "C", "C", "H", "H", "H", "C", "H", "H", "H", "C", "H", "S", "H"], "coordinates": [[-2.718684, -1.204996, 0.178955], [-2.846470, 0.619418, -0.792672], [0.875896, 1.867855, 1.203065], [2.208110, 3.093076, 1.272003], [-2.943463, -2.120961, -0.652219], [1.955111, 2.040692, 1.165792], [-1.299800, -0.323832, -1.072075], [-1.539171, 0.496036, 0.447666], [3.346345, -0.686001, -0.570304], [-2.070775, 0.009338, -0.364333], [-2.618207, -2.040048, -1.700860], [-3.458519, -3.035422, -0.371416], [2.489207, 1.501027, 1.937853], [2.385006, -0.295936, -0.212531], [1.606815, -0.765772, -0.816985], [2.401343, 1.451425, -0.463490], [2.227255, -0.605900, 0.811551]], "forces_ev_per_angstrom": [[-0.1, 0.4, 0.1], [0.1, 0.5, -0.2], [-0.1, 0.1, 0.3], [-0.2, 0.1, -0.3], [0.2, 0.0, -0.4], [0.2, 0.3, -0.4], [-0.3, 0.4, -0.5], [-0.3, 0.4, 0.2], [-0.1, 0.1, -0.1], [0.4, -1.7, 0.6], [-0.1, -0.1, 0.0], [0.0, 0.1, 0.2], [0.0, -0.4, 0.1], [0.2, -0.6, -0.2], [-0.1, 0.2, -0.3], [0.0, 0.0, 0.5], [0.0, 0.3, 0.3]], "lowdin_charge": [-0.09, 0.08, 0.07, 0.07, -0.08, -0.29, 0.05, 0.05, 0.08, -0.14, 0.08, 0.07, 0.07, -0.31, 0.07, 1.15, 0.07]}